[1]
Computed, not measured: the molecule C3H3NS2 at a distorted geometry, with ωB97M-V/def2-TZVPD.

Properties
**HOMO level**: -0.332 Eh
**Charge**: 0
**Spin multiplicity**: 1
**Largest force on an atom**: 2.419 eV/Å
**E**: -26318.855 eV
**SMILES string**: CC1(C#N)SS1

Last column: Löwdin charge in e.
CARTESIAN COORDINATES (ANGSTROEM)
C 0.7359 -0.3470 0.7150  -0.136
C -0.1551 0.1806 -0.3618  -1.163
C -1.4833 -0.2870 -0.3806  -0.326
N -2.6015 -0.4471 -0.3260  0.188
S -0.1003 1.9657 -0.7434  0.600
S 0.7047 0.4129 -1.8917  0.613
H 0.2044 -0.7311 1.6049  0.105
H 1.3852 0.4202 1.0010  0.055
H 1.3099 -1.1672 0.3827  0.065


[2]
Computed, not measured: the molecule C22H26N2O3S at a distorted geometry, with ωB97M-V/def2-TZVPD.

Properties
**HOMO level**: -0.313 Eh
**Charge**: 0
**Spin multiplicity**: 1
**Largest force on an atom**: 1.278 eV/Å
**E**: -43195.460 eV

Last column: Löwdin charge in e.
CARTESIAN COORDINATES (ANGSTROEM)
C 1.1399 3.6186 2.9159  -0.038
C 1.7558 3.1105 1.6511  -0.197
C 3.0953 3.3667 1.3834  -0.048
C 3.6766 2.9672 0.1966  -0.081
C 2.9122 2.3242 -0.7605  -0.056
C 1.5768 2.0399 -0.5272  -0.208
C 1.0132 2.4065 0.7007  -0.147
N -0.3469 2.0899 0.9271  0.151
C -0.8097 1.4166 1.9965  -0.523
O -0.1487 1.0496 2.9434  0.063
C -2.3201 1.1476 2.0209  -0.187
H -2.4638 0.1358 2.3986  0.091
H -2.7581 1.8366 2.7458  0.099
S -3.3413 1.3872 0.4895  0.991
O -2.4318 1.3116 -0.6786  -0.555
C -4.1848 -0.2535 0.5206  -0.219
C -3.2339 -1.4482 0.5410  -0.563
O -3.3087 -2.2945 1.4073  0.065
N -2.3741 -1.4663 -0.4866  0.110
H -2.2770 -0.6310 -1.0539  0.118
C -1.4278 -2.5443 -0.7259  -0.239
C -0.0121 -2.0875 -0.4403  -0.125
C 1.0327 -2.2845 -1.3393  -0.182
C 2.2978 -1.8044 -1.0173  -0.040
C 2.5350 -1.1468 0.1743  -0.076
C 1.5044 -0.9862 1.0849  -0.068
C 0.2453 -1.4608 0.7748  -0.021
H -0.5548 -1.3554 1.4919  0.112
H 1.6710 -0.4879 2.0269  0.105
H 3.5212 -0.7698 0.3991  0.107
H 3.1058 -1.9535 -1.7201  0.113
C 0.8192 -3.0073 -2.6401  -0.147
C -0.4187 -3.8938 -2.5809  -0.186
C -1.6120 -3.0484 -2.1590  -0.137
H -1.6966 -2.1892 -2.8302  0.122
H -2.5391 -3.6205 -2.2258  0.119
H -0.6041 -4.3470 -3.5563  0.111
H -0.2637 -4.6962 -1.8568  0.123
H 0.6997 -2.2720 -3.4434  0.123
H 1.7045 -3.6023 -2.8744  0.117
H -1.6897 -3.3356 -0.0118  0.160
H -4.7966 -0.2818 -0.3819  0.100
H -4.8265 -0.2753 1.3993  0.102
H -0.9308 2.0908 0.0949  0.084
C 0.7505 1.3592 -1.5761  -0.027
H -0.0378 2.0199 -1.9397  0.087
H 1.3735 1.0743 -2.4198  0.083
H 0.2810 0.4624 -1.1774  0.061
H 3.3577 2.0324 -1.7003  0.109
H 4.7199 3.1722 0.0082  0.100
H 3.6828 3.8980 2.1179  0.108
H 1.7750 4.3749 3.3704  0.078
H 0.1590 4.0499 2.7184  0.086
H 1.0036 2.8019 3.6245  0.074


[3]
Computed, not measured: a cluster of 5 separate species, C34H83N3O20P5 in total at a distorted geometry, with ωB97M-V/def2-TZVPD.

Properties
**HOMO level**: -0.369 Eh
**Charge**: +1
**Spin multiplicity**: 1
**Largest force on an atom**: 10.518 eV/Å
**E**: -128441.811 eV

Last column: Löwdin charge in e.
CARTESIAN COORDINATES (ANGSTROEM)
C 9.6035 2.6740 0.9004  -0.093
C 8.6641 2.9854 -0.4479  -0.271
O 7.2881 2.6395 -0.0596  -0.308
P 6.1156 3.2145 -1.2301  0.772
O 6.4345 4.7522 -1.4714  -0.362
C 4.3837 2.9868 -0.3673  -0.192
C 4.1314 1.4051 0.0857  -0.178
C 4.0583 0.3623 -1.1807  -0.257
C 2.5355 -0.2623 -1.1101  -0.151
N 2.6836 -1.5596 -0.3454  0.067
C 4.0944 -1.5749 0.2005  -0.146
N 4.4814 -2.1118 1.4038  0.078
C 3.5459 -2.7582 2.4275  -0.150
C 2.6027 -1.6833 3.2387  -0.193
C 1.2552 -2.3774 3.9337  -0.193
C 0.2624 -2.8463 2.7165  -0.222
C -1.3606 -2.7281 3.0996  -0.199
C -1.7225 -1.1514 3.4555  -0.219
C -3.0409 -0.7026 2.5584  -0.241
C -3.4207 0.8909 2.6795  -0.221
C -4.7074 1.1373 1.6515  -0.203
C -6.0743 1.3701 2.5612  -0.202
C -7.0907 2.4384 1.8415  -0.161
C -8.4810 1.7442 1.2651  -0.203
O -8.5190 2.0188 -0.1901  -0.274
C -9.9204 2.1684 -0.6522  -0.128
N 4.8963 -0.8700 -0.8917  0.089
O 6.2423 2.2166 -2.6511  -0.317
C 5.7567 2.8951 -3.8622  -0.268
C 4.3370 3.6968 -3.6924  -0.123
H 9.0328 2.0496 1.7134  0.079
H 9.9156 3.7058 1.3971  0.079
H 10.6011 2.1277 0.6251  0.080
H 9.1073 2.3547 -1.3283  0.123
H 8.8436 4.1148 -0.6960  0.124
H 3.5010 3.3425 -1.0481  0.097
H 4.4150 3.6702 0.6103  0.128
H 4.9079 1.0319 0.8876  0.122
H 3.0745 1.3844 0.6136  0.113
H 4.0749 0.8094 -2.2865  0.162
H 1.6701 0.4684 -0.7994  0.146
H 2.1589 -0.6568 -2.1713  0.141
H 2.0095 -1.5070 0.4495  0.087
H 5.5140 -2.0592 1.6329  0.183
H 4.2462 -3.2873 3.2222  0.149
H 2.9224 -3.6228 1.9224  0.141
H 2.2558 -0.7789 2.5484  0.109
H 3.2907 -1.2286 4.1005  0.126
H 1.6147 -3.2908 4.5704  0.120
H 0.7809 -1.5789 4.6659  0.123
H 0.3927 -2.1671 1.7547  0.100
H 0.5091 -3.9702 2.4825  0.111
H -1.9206 -2.9505 2.0690  0.112
H -1.6875 -3.4884 3.9344  0.121
H -2.0134 -1.1134 4.5960  0.119
H -0.8341 -0.4035 3.1880  0.113
H -3.9878 -1.2998 2.9555  0.134
H -2.9236 -0.9432 1.4129  0.111
H -3.6763 1.2232 3.7761  0.107
H -2.5349 1.5838 2.3009  0.107
H -4.8693 0.1331 1.0479  0.107
H -4.5226 1.9954 0.8761  0.104
H -6.5846 0.3041 2.6545  0.109
H -5.8304 1.7244 3.6532  0.103
H -6.5537 2.9480 0.9337  0.106
H -7.3568 3.2522 2.6632  0.113
H -9.3810 2.2534 1.8507  0.129
H -8.5171 0.5773 1.4471  0.116
H -10.6762 1.6803 0.1179  0.088
H -10.2077 3.3047 -0.8635  0.105
H -10.0153 1.5103 -1.6391  0.099
H 5.8928 -0.7104 -0.5802  0.149
H 5.5571 2.0351 -4.6653  0.137
H 6.5595 3.6039 -4.3715  0.144
H 3.9839 3.9843 -4.7959  0.096
H 3.4841 2.9764 -3.2839  0.073
H 4.4008 4.7079 -3.1065  0.085
C 14.8071 3.5578 4.1996  -0.156
O 14.5420 3.6304 2.8139  -0.260
P 13.3246 4.7953 2.4212  0.742
O 12.2543 3.7025 2.4764  -0.271
O 13.9150 4.8834 0.8846  -0.256
C 15.2773 5.2329 0.7259  -0.136
O 12.1074 5.9601 2.0285  -0.258
C 12.5733 7.2905 1.9303  -0.155
H 15.5629 2.7883 4.3769  0.092
H 15.1866 4.5189 4.5538  0.078
H 13.8958 3.2949 4.7483  0.082
H 15.8674 4.3235 0.5806  0.090
H 15.6509 5.7757 1.5982  0.081
H 15.3834 5.8672 -0.1562  0.090
H 13.0657 7.4431 0.9663  0.084
H 13.2713 7.5095 2.7435  0.078
H 11.7194 7.9680 2.0046  0.090
C -9.3469 -4.4216 3.1209  -0.154
O -9.4696 -3.3570 4.0414  -0.256
P -10.2705 -1.9771 3.3723  0.745
O -8.9178 -1.3710 2.9906  -0.275
O -10.6658 -1.4783 4.8930  -0.255
C -11.4022 -2.3739 5.7048  -0.137
O -11.0714 -0.5973 2.7034  -0.268
C -12.4825 -0.6695 2.7175  -0.155
H -8.8118 -5.2456 3.6000  0.095
H -10.3391 -4.7669 2.8214  0.063
H -8.7854 -4.0982 2.2374  0.082
H -10.7163 -2.8965 6.3777  0.090
H -11.9454 -3.1030 5.0977  0.082
H -12.1197 -1.8078 6.3019  0.089
H -12.8580 -0.4343 3.7167  0.084
H -12.8147 -1.6685 2.4207  0.079
H -12.8785 0.0607 2.0077  0.086
C 3.4803 5.0433 -10.5483  -0.153
O 4.3045 4.3067 -9.6686  -0.257
P 3.4250 3.1452 -8.7356  0.736
O 3.2772 4.1616 -7.6007  -0.268
O 4.8148 2.2894 -8.5044  -0.264
C 5.5165 1.8574 -9.6552  -0.136
O 2.5456 1.9837 -7.8027  -0.262
C 2.2944 0.7618 -8.4663  -0.159
H 4.0944 5.7719 -11.0840  0.093
H 3.0156 4.3685 -11.2708  0.078
H 2.7045 5.5757 -9.9870  0.084
H 6.3338 2.5546 -9.8611  0.091
H 4.8555 1.8019 -10.5242  0.081
H 5.9362 0.8672 -9.4675  0.089
H 3.1904 0.1359 -8.4472  0.082
H 1.9917 0.9467 -9.5010  0.079
H 1.4856 0.2408 -7.9485  0.087
C -10.6197 -6.1762 -1.2413  -0.156
O -9.7955 -6.9128 -0.3615  -0.264
P -10.6750 -8.0743 0.5715  0.741
O -10.8228 -7.0579 1.7063  -0.264
O -9.2852 -8.9302 0.8026  -0.254
C -8.5835 -9.3622 -0.3481  -0.137
O -11.5544 -9.2358 1.5043  -0.248
C -11.8056 -10.4578 0.8408  -0.154
H -10.0056 -5.4477 -1.7770  0.092
H -11.0844 -6.8510 -1.9638  0.078
H -11.3955 -5.6438 -0.6800  0.082
H -7.7662 -8.6649 -0.5540  0.089
H -9.2445 -9.4176 -1.2172  0.080
H -8.1638 -10.3523 -0.1605  0.090
H -10.9096 -11.0837 0.8598  0.084
H -12.1083 -10.2728 -0.1940  0.078
H -12.6144 -10.9787 1.3585  0.091


[4]
Computed, not measured: a cluster of 2 separate species, C4H13N4O2 in total at a distorted geometry, with ωB97M-V/def2-TZVPD.

Properties
**HOMO level (alpha / beta)**: -0.448 / -0.448 Eh
**Charge**: +1
**Spin multiplicity**: 1
**Largest force on an atom**: 4.594 eV/Å
**E**: -14402.175 eV

Last column: Löwdin charge in e.
CARTESIAN COORDINATES (ANGSTROEM)
C -1.3149 2.7617 -0.6758  -0.065
C -0.0920 2.2463 0.1782  -0.150
C 1.0891 -0.0243 0.9132  -0.071
C 1.6293 -1.2355 0.2176  -0.045
N -0.1567 -3.2512 -0.5185  -0.099
N -1.5362 -1.7289 0.6057  0.013
N -0.2916 -2.1269 0.1048  -0.163
N 0.0801 0.7361 0.0251  0.056
O 0.9531 -3.5333 -0.9772  -0.095
O 1.9077 -1.0349 -1.1100  0.074
H -1.2502 2.5735 -1.6977  0.043
H -2.2454 2.3935 -0.2385  0.075
H -1.3484 3.9715 -0.6632  0.149
H -0.0843 2.6245 1.2393  0.144
H 0.7888 2.7052 -0.3656  0.142
H 1.9490 0.6647 1.1256  0.156
H 0.5672 -0.2471 1.8709  0.154
H 1.8363 -2.2135 0.6617  0.146
H -2.2902 -2.0624 -0.0001  0.098
H -1.8043 -2.1972 1.5129  0.121
H -0.6850 0.1155 0.2187  0.097
H 0.2766 0.7457 -0.9499  0.146
H 2.0217 -1.8827 -1.4770  0.074


[5]
Computed, not measured: the molecule C2H2FN3 at a distorted geometry, with ωB97M-V/def2-TZVPD.

Properties
**HOMO level**: -0.386 Eh
**Charge**: 0
**Spin multiplicity**: 1
**Largest force on an atom**: 1.877 eV/Å
**E**: -9291.187 eV
**SMILES string**: Fn1cncn1

Last column: Löwdin charge in e.
CARTESIAN COORDINATES (ANGSTROEM)
F -2.4798 0.2369 1.4574  0.062
N -1.2998 0.2579 0.7311  -0.143
C -0.4426 -0.7563 0.5413  -0.144
N 0.5222 -0.3358 -0.2562  0.059
C 0.2551 0.9823 -0.4589  -0.195
N -0.8572 1.3690 0.1944  0.096
H -0.7262 -1.7500 0.9657  0.145
H 0.9090 1.6260 -1.0893  0.120


> Number 3 is which compound?

C34H83N3O20P5


> E of number 1 (C3H3NS2)?

-26318.855 eV